Entry 1:
C14H19CeCl3F6O2 as an isolated structure at a distorted geometry. Source: the OMol25 dataset; level of theory: ωB97M-V with the def2-TZVPD basis set.

Calculated values
Total charge: -2
Frontier orbital gap: 5.31 eV
Energy: -3150.503374 hartree
HOMO energy: -1.0 eV

CARTESIAN COORDINATES (ANGSTROEM)
Ce: -0.07856 -0.14876 0.39554
Cl: -3.55598 -3.75535 0.40334
Cl: 0.52389 -2.74766 0.69022
Cl: -2.59290 -0.47280 0.49492
F: 0.56177 -0.35701 5.97934
F: 0.82693 2.16571 3.59697
F: 0.71970 -1.97666 4.51529
F: -1.34787 2.23364 3.31201
F: 1.99504 -0.20301 4.32189
F: -0.54551 1.92249 5.30610
O: -0.34580 1.93936 0.91496
O: -0.00692 -0.29136 2.51172
C: -0.67822 0.95586 -2.08390
C: 0.70885 1.22587 -1.94584
C: -0.43251 0.02490 3.77479
C: -0.83748 -0.45821 -2.27898
C: 0.76681 -2.49215 -2.53126
C: 2.90771 -0.22114 -2.01129
C: -1.79737 1.95898 -2.00957
C: 0.45875 -1.04975 -2.24901
C: 1.41658 -0.01448 -2.03863
C: -0.35837 1.59236 3.99114
C: 0.73213 -0.61573 4.66262
C: -2.10501 -1.20625 -2.58407
C: 1.33846 2.57159 -1.67541
C: -1.78075 -0.49050 4.18875
H: -2.52850 -0.05628 3.51955
H: -2.97909 -0.61957 -2.27055
H: -2.71636 1.52514 -1.56981
H: 0.44655 2.08850 1.50771
H: -1.50897 2.83660 -1.40704
H: -2.15245 -1.40008 -3.67234
H: 2.26292 2.49232 -1.06817
H: -1.96094 -0.22427 5.23592
H: -1.78953 -1.57330 4.03645
H: 3.18239 -1.15489 -1.48308
H: 0.83924 -2.66351 -3.62120
H: 3.41584 0.62938 -1.53218
H: -0.01846 -3.15068 -2.12764
H: 0.63490 3.25094 -1.16345
H: 1.60943 2.99999 -2.65456
H: -2.15247 -2.16770 -2.03574
H: -2.01692 2.28070 -3.04168
H: 3.26297 -0.30791 -3.05417
H: 1.72489 -2.78594 -2.07456

For each atom in turn, the Löwdin charge in e is: Ce 0.501; Cl -0.839; Cl 0.053; Cl 0.195; F 0.116; F 0.110; F 0.125; F 0.128; F 0.118; F 0.107; O -0.371; O -0.358; C -0.308; C -0.300; C -0.413; C -0.315; C -0.091; C -0.049; C -0.054; C -0.324; C -0.300; C -0.474; C -0.483; C -0.074; C -0.056; C 0.023; H 0.088; H 0.051; H 0.060; H 0.012; H 0.070; H 0.079; H 0.072; H 0.095; H 0.116; H 0.078; H 0.076; H 0.063; H 0.066; H 0.066; H 0.074; H 0.060; H 0.075; H 0.079; H 0.054

Entry 2:
C6H17INO3Zn as an isolated structure at a distorted geometry. Source: the OMol25 dataset; level of theory: ωB97M-V with the def2-TZVPD basis set.

Calculated values
Total charge: +1
Frontier orbital gap: 3.27 eV
Energy: -2595.886795 hartree
HOMO energy: -12.1 eV

CARTESIAN COORDINATES (ANGSTROEM)
I: -1.65137 -1.44809 2.65879
Zn: -4.07573 -0.51760 3.78409
O: -2.13544 1.18035 -1.11247
O: 2.09580 -1.18240 1.50742
O: 2.57436 1.23911 3.60618
N: -1.45041 -1.69923 -1.04500
C: -0.03321 -1.50535 -2.98060
C: 2.44252 0.13636 1.36033
C: 1.92491 1.16945 2.35461
C: -1.44871 0.51254 -2.21754
C: -1.36679 1.78788 -0.10853
C: -0.66344 -0.77325 -1.81238
H: 1.80658 2.11354 1.82283
H: -2.30897 0.38206 -2.87406
H: -1.57884 -1.25370 -0.14772
H: 0.64921 -0.83191 -3.49914
H: -0.92921 2.66478 -0.58568
H: -0.53822 1.19657 0.28123
H: 3.51232 0.16040 1.15287
H: 0.59911 -2.33724 -2.67039
H: 0.25172 -0.50172 -1.28621
H: -0.82859 1.31491 -2.61723
H: 2.05357 0.46423 0.39632
H: 0.89454 0.83230 2.46768
H: -2.07225 2.17908 0.62454
H: -0.82988 -1.79792 -3.66457
H: 1.16004 -1.30505 1.68322
H: 2.82085 0.33330 3.80703
H: -0.87451 -2.51353 -0.88574

For each atom in turn, the natural (NBO) charge in e is: I -0.158; Zn 1.080; O -0.556; O -0.696; O -0.692; N -0.779; C -0.609; C -0.100; C -0.084; C -0.071; C -0.258; C -0.091; H 0.197; H 0.212; H 0.339; H 0.221; H 0.178; H 0.152; H 0.204; H 0.217; H 0.164; H 0.183; H 0.152; H 0.121; H 0.186; H 0.218; H 0.441; H 0.471; H 0.359

Entry 3:
An isolated ion of composition C4H8N2O2 and charge -1 at a distorted geometry. Source: the OMol25 dataset; level of theory: ωB97M-V with the def2-TZVPD basis set.

Calculated values
Total charge: -1
<S²>: 0.76
Multiplicity: 2
Frontier orbital gap (spin up / spin down): 7.50 / 5.23 eV
Energy: -417.120366 hartree
HOMO energy (spin up / spin down): -3.7 / -3.4 eV

CARTESIAN COORDINATES (ANGSTROEM)
O: 1.44284 3.32518 1.63954
O: 0.25700 -1.97927 -1.58459
N: -0.40995 -2.63646 0.63342
N: -0.93307 -0.41830 -0.23410
C: -0.14899 0.91932 -0.70869
C: 0.10657 -1.57203 -0.37620
C: 0.67023 2.55318 1.08177
C: 0.83073 1.30262 0.41176
H: 0.36884 0.68620 -1.56474
H: 0.95313 -1.12034 0.15423
H: -0.98405 1.61507 -0.75249
H: -1.29565 -2.24953 0.86269
H: -0.52277 2.80620 1.10596
H: -0.60603 -3.56468 0.14811
H: 1.85216 0.96290 0.18861
H: -1.58101 -0.63008 -1.00527

For each atom in turn, the natural (NBO) charge in e is: O -0.557; O -0.877; N -0.920; N -0.685; C -0.306; C 0.419; C 0.314; C -0.121; H 0.211; H 0.060; H 0.196; H 0.344; H 0.057; H 0.338; H 0.188; H 0.340

Entry 4:
One molecule with the formula C2H2FNO2 at a distorted geometry. Source: the OMol25 dataset; level of theory: ωB97M-V with the def2-TZVPD basis set.

Calculated values
Frontier orbital gap (spin up / spin down): 8.89 / 8.88 eV
Energy: -382.304324 hartree
HOMO energy (spin up / spin down): -10.4 / -10.4 eV
SMILES: O=C/C=[N+](\[O-])F

CARTESIAN COORDINATES (ANGSTROEM)
F: -0.09041 -0.63438 -2.97686
O: -1.30070 -2.28258 -1.66274
O: -0.73059 -1.81582 1.01312
N: -0.43176 -1.14402 -1.74802
C: -0.33404 -0.76779 0.59425
C: -0.12104 -0.37817 -0.76436
H: 0.35114 0.66226 -0.98033
H: -0.01780 -0.04373 1.40988

For each atom in turn, the natural (NBO) charge in e is: F -0.178; O -0.409; O -0.429; N 0.406; C 0.329; C -0.091; H 0.243; H 0.129

Entry 5:
A 2-piece molecular cluster, C10H14NO overall at a distorted geometry. Source: the OMol25 dataset; level of theory: ωB97M-V with the def2-TZVPD basis set.

Calculated values
Total charge: +1
Frontier orbital gap (spin up / spin down): 5.88 / 7.53 eV
Energy: -518.970054 hartree
HOMO energy (spin up / spin down): -11.7 / -12.9 eV

CARTESIAN COORDINATES (ANGSTROEM)
O: -1.50220 1.26280 -0.05638
N: 0.39270 -1.07780 -0.51069
C: 2.65222 -1.06396 0.38576
C: 1.50848 -0.40930 -0.13705
C: 3.89246 -0.35144 0.52496
C: 0.16272 -2.43110 -0.10527
C: -2.47170 2.15848 -0.64873
C: -1.71028 0.09177 0.28942
C: 1.79892 0.91314 -0.67617
C: 4.05598 0.95831 0.09634
C: 2.96727 1.60240 -0.56130
C: -3.00846 -0.60883 -0.07688
H: 2.51630 -2.08030 0.82450
H: 4.57224 -1.00837 1.16334
H: 0.94600 -3.12506 -0.50085
H: 0.15750 -2.69134 1.04049
H: 0.95104 1.33266 -1.17179
H: -3.11263 1.55378 -1.30806
H: -3.96966 -0.21825 0.30998
H: -0.83030 -2.78639 -0.38453
H: -1.93319 2.98319 -1.07272
H: -3.28871 -0.63365 -1.21218
H: -3.25398 2.41239 0.14172
H: -3.07218 -1.66998 0.37308
H: 5.06220 1.39632 -0.01244
H: 3.04024 2.57421 -1.10623

For each atom in turn, the natural (NBO) charge in e is: O -0.429; N -0.273; C -0.145; C 0.084; C -0.230; C -0.486; C -0.282; C 0.711; C -0.141; C -0.119; C -0.222; C -0.864; H 0.227; H 0.249; H 0.239; H 0.220; H 0.211; H 0.211; H 0.289; H 0.217; H 0.242; H 0.293; H 0.228; H 0.280; H 0.243; H 0.246

Entry 6:
One molecule with the formula C3H4N2O. Source: the OMol25 dataset; level of theory: ωB97M-V with the def2-TZVPD basis set.

Calculated values
Frontier orbital gap: 9.96 eV
Energy: -301.454134 hartree
HOMO energy: -8.9 eV
SMILES: Oc1cc[nH]n1

CARTESIAN COORDINATES (ANGSTROEM)
O: 2.24001 0.09551 -0.34911
N: 0.29583 -1.19443 -0.31034
N: -1.01685 -0.88351 -0.24271
C: -1.23962 0.44611 -0.17560
C: -0.00838 1.05917 -0.20067
C: 0.89723 -0.02014 -0.28706
H: 2.59217 -0.79235 -0.50031
H: 0.22179 2.11298 -0.17058
H: -2.23976 0.85377 -0.12287
H: -1.69344 -1.62781 -0.24154

For each atom in turn, the natural (NBO) charge in e is: O -0.662; N -0.350; N -0.340; C -0.028; C -0.398; C 0.425; H 0.489; H 0.237; H 0.219; H 0.408

The records above yield energy above the lowest of the compared OMol25 structures with the same formula, charge and spin values of 4.58, 0.00, 249.77, 593.63, 654.94, 86.90 kJ/mol, respectively.
The records above yield M values of 579.77, 343.50, 116.12, 91.04, 164.23, 84.08 g/mol, respectively.